# 1
100
Properties=species:S:1:pos:R:3 method="wB97M-V/def2-TZVPD" energy_ev=-101754.21692 multiplicity=3 orbital_gap_ha="0.22443 / 0.24073" homo_energy_ev="-15.8 / -15.8" charge=+3
Mo -0.943 0.343 -0.633
O 1.890 -0.129 0.578
C 2.565 1.069 0.835
C 3.891 1.047 1.251
C 4.503 2.250 1.615
C 3.821 3.455 1.591
C 2.479 3.441 1.220
C 1.830 2.270 0.839
P 0.054 2.370 0.476
C -0.731 3.206 1.856
C -0.335 2.930 3.161
C -0.880 3.658 4.216
C -1.863 4.620 3.951
C -2.299 4.860 2.651
C -1.728 4.159 1.598
C -0.357 3.346 -0.975
C 0.528 4.215 -1.582
C 0.112 4.919 -2.710
C -1.137 4.656 -3.264
C -2.021 3.743 -2.686
C -1.631 3.111 -1.524
C 2.352 -1.134 -0.259
C 3.593 -1.236 -0.861
C 3.896 -2.405 -1.574
C 2.967 -3.417 -1.754
C 1.710 -3.281 -1.184
C 1.396 -2.156 -0.451
P -0.182 -1.824 0.302
C -1.437 -2.980 -0.276
C -1.798 -2.920 -1.633
C -2.809 -3.738 -2.110
C -3.478 -4.592 -1.233
C -3.180 -4.604 0.114
C -2.145 -3.806 0.593
C 0.056 -1.968 2.086
C 0.504 -3.214 2.551
C 0.818 -3.365 3.906
C 0.687 -2.269 4.751
C 0.299 -1.016 4.279
C -0.011 -0.866 2.937
H 4.438 0.117 1.358
H 5.533 2.232 1.942
H 4.285 4.398 1.888
H 1.917 4.370 1.219
H 0.460 2.233 3.364
H -0.545 3.496 5.236
H -2.286 5.220 4.749
H -3.008 5.660 2.466
H -2.024 4.391 0.589
H 1.536 4.360 -1.196
H 0.782 5.626 -3.177
H -1.454 5.130 -4.175
H -2.991 3.521 -3.143
H -2.359 2.495 -1.014
H 4.311 -0.436 -0.805
H 4.875 -2.506 -2.024
H 3.200 -4.323 -2.294
H 0.961 -4.044 -1.288
H -1.282 -2.292 -2.342
H -3.049 -3.736 -3.168
H -4.271 -5.230 -1.628
H -3.693 -5.299 0.780
H -1.882 -3.840 1.638
H 0.591 -4.029 1.859
H 1.149 -4.324 4.284
H 0.941 -2.358 5.794
H 0.262 -0.161 4.953
H -0.298 0.104 2.550
O -2.482 0.271 0.579
S -3.149 -0.691 1.688
C -3.245 0.217 3.269
C -4.535 -0.373 3.826
C -5.602 -0.332 2.713
C -4.909 -0.487 1.331
H -3.272 1.291 3.042
H -2.364 -0.002 3.865
H -4.872 0.145 4.723
H -4.319 -1.402 4.132
H -6.135 0.618 2.738
H -6.350 -1.098 2.865
H -4.955 0.426 0.739
H -5.256 -1.332 0.743
C 4.548 -2.866 -5.451
C 3.434 -2.000 -4.935
C 3.707 -0.671 -4.657
C 2.761 0.151 -4.089
C 1.524 -0.424 -3.769
C 1.190 -1.724 -4.125
C 2.157 -2.505 -4.729
S 0.440 0.644 -3.025
O 0.309 1.808 -3.820
O -0.898 -0.052 -2.646
O 0.909 0.909 -1.592
H 5.480 -2.333 -5.470
H 4.354 -3.216 -6.464
H 4.646 -3.757 -4.825
H 4.693 -0.273 -4.897
H 2.938 1.185 -3.871
H 0.205 -2.122 -3.957
H 1.958 -3.529 -4.989

# 2
19
Properties=species:S:1:pos:R:3 method="wB97M-V/def2-TZVPD" energy_ev=-9810.53484 orbital_gap_ha="0.29754 / 0.30355" homo_energy_ev="-18.8 / -18.8" charge=+2
C -0.302 1.828 0.290
C -1.695 -0.064 0.055
C 1.173 0.001 -0.376
C -2.822 -0.865 0.136
C 2.584 -0.447 0.036
N 0.895 1.329 0.030
N -1.498 1.161 0.111
N 0.437 -0.845 0.418
H -0.472 2.880 0.562
H 1.114 0.060 -1.545
H -2.646 -1.916 0.416
H -3.423 -0.902 -0.788
H -3.555 -0.407 0.991
H 3.285 -0.589 -0.855
H 2.408 -1.522 0.433
H 3.169 0.016 0.781
H 1.618 2.023 0.075
H -2.295 1.782 0.219
H 0.494 -1.760 0.022

# 3
60
Properties=species:S:1:pos:R:3 method="wB97M-V/def2-TZVPD" energy_ev=-46753.59777 smiles="COC(=O)OC.COC(=O)OC.COC(=O)OC.COC(=O)OC.COC(=O)OC" orbital_gap_ha=0.41142 homo_energy_ev=-10.6 charge=0
C 19.969 -21.192 -19.344
O 18.731 -21.030 -18.626
C 18.315 -22.078 -17.940
O 18.856 -23.156 -17.907
O 17.194 -21.755 -17.306
C 16.823 -22.573 -16.211
H 20.197 -20.177 -19.650
H 19.831 -21.908 -20.148
H 20.753 -21.500 -18.656
H 17.595 -22.614 -15.443
H 16.540 -23.579 -16.520
H 15.950 -22.100 -15.774
C 19.545 -19.413 -14.951
O 20.781 -18.673 -15.012
C 21.463 -18.786 -16.160
O 21.101 -19.435 -17.097
O 22.587 -18.076 -16.162
C 22.882 -17.204 -15.044
H 19.266 -19.414 -13.902
H 19.696 -20.434 -15.290
H 18.778 -18.915 -15.537
H 22.192 -16.360 -15.069
H 23.899 -16.891 -15.238
H 22.747 -17.700 -14.088
C 21.844 -17.395 -25.253
O 20.724 -17.584 -24.404
C 20.879 -17.649 -23.086
O 19.975 -17.806 -22.324
O 22.172 -17.527 -22.720
C 22.443 -17.720 -21.345
H 22.486 -18.274 -25.271
H 22.440 -16.535 -24.945
H 21.460 -17.181 -26.246
H 23.521 -17.844 -21.272
H 21.920 -18.599 -20.964
H 22.181 -16.914 -20.654
C 15.167 -20.208 -11.825
O 14.564 -19.504 -12.900
C 15.147 -19.631 -14.098
O 16.309 -19.867 -14.281
O 14.266 -19.289 -15.032
C 14.656 -19.459 -16.388
H 16.228 -19.966 -11.749
H 15.074 -21.292 -11.875
H 14.661 -19.841 -10.935
H 13.842 -19.065 -16.989
H 14.803 -20.502 -16.659
H 15.577 -18.921 -16.612
C 20.822 -25.340 -17.088
O 21.978 -25.813 -16.402
C 22.391 -27.024 -16.749
O 21.859 -27.757 -17.538
O 23.517 -27.287 -16.069
C 24.095 -28.544 -16.326
H 21.014 -25.229 -18.153
H 20.587 -24.359 -16.692
H 19.954 -25.977 -16.926
H 23.615 -29.365 -15.791
H 25.132 -28.527 -15.989
H 24.117 -28.774 -17.391

# 4
2
Properties=species:S:1:pos:R:3 method="wB97M-V/def2-TZVPD" energy_ev=-26.57616 orbital_gap_ha=0.30103 homo_energy_ev=-10.4 charge=0
H 0.000 0.000 0.999
H 0.000 0.000 -0.999

# 5
20
Properties=species:S:1:pos:R:3 method="wB97M-V/def2-TZVPD" energy_ev=-25519.31078 smiles="CCP(C)S.C=C" orbital_gap_ha=0.35956 homo_energy_ev=-8.9 charge=0
C -3.163 -1.634 0.264
C -2.909 -0.174 -0.079
P -1.269 0.414 0.603
C -0.187 -0.130 -0.803
S -1.397 2.448 0.041
H -4.098 -1.969 -0.182
H -2.361 -2.269 -0.111
H -3.227 -1.769 1.341
H -3.690 0.453 0.359
H -2.920 -0.019 -1.163
H -0.540 0.296 -1.745
H 0.826 0.216 -0.615
H -0.189 -1.216 -0.856
H -1.461 2.905 1.288
C 4.979 0.441 -0.086
C 3.881 0.376 0.638
H 5.935 0.696 0.344
H 4.979 0.241 -1.145
H 3.885 0.578 1.697
H 2.928 0.116 0.210

# 6
36
Properties=species:S:1:pos:R:3 method="wB97M-V/def2-TZVPD" energy_ev=-41422.28591 smiles=COB(O)c1c(S)c(CCO)c(CCCO)n[n+]1I orbital_gap_ha=0.31035 homo_energy_ev=-13.0 charge=+1
C -4.745 -2.123 -0.286
O -4.083 -0.850 -0.458
B -3.163 -0.698 -1.433
O -3.427 -0.988 -2.729
C -1.747 -0.075 -0.965
C -0.644 -0.899 -0.693
S -0.931 -2.636 -0.934
C 0.541 -0.344 -0.266
C 1.784 -1.140 -0.043
C 2.531 -1.399 -1.384
O 2.202 -2.607 -2.023
C 0.556 1.068 -0.071
C 1.750 1.815 0.451
C 2.044 1.516 1.939
C 1.991 2.765 2.835
O 2.520 3.904 2.178
N -0.493 1.822 -0.341
N -1.584 1.235 -0.789
I -3.134 2.535 -1.194
H -4.377 -2.855 -1.005
H -5.814 -1.982 -0.434
H -4.549 -2.458 0.730
H -2.672 -1.009 -3.328
H -0.780 -2.981 0.352
H 1.557 -2.097 0.427
H 2.482 -0.600 0.593
H 3.607 -1.340 -1.193
H 2.283 -0.613 -2.101
H 2.405 -3.351 -1.445
H 2.611 1.582 -0.178
H 1.532 2.874 0.337
H 1.305 0.805 2.325
H 3.010 1.021 2.049
H 0.972 2.932 3.194
H 2.599 2.566 3.722
H 1.860 4.603 2.163